1.
DFT (wB97M-V/def2-TZVPD) results for a cluster of 2 separate species, C25H34FO7P in total.

The geometry in XYZ format:
```
68
Properties=species:S:1:pos:R:3:lowdin_charge:R:1
C 4.56 -2.74 -0.43 -0.13
C 5.12 -1.28 -0.71 -0.25
C 3.92 -0.30 -1.12 -0.23
C 4.44 1.18 -0.89 -0.20
C 3.32 2.32 -0.94 -0.19
C 1.86 1.76 -1.21 -0.22
C 0.76 2.88 -1.04 -0.17
C -0.67 2.36 -1.50 -0.08
C -1.25 1.35 -0.46 -0.42
O -0.64 0.05 -0.38 0.03
O -1.23 1.73 0.93 0.08
C -1.94 0.66 1.51 -0.47
O -1.74 0.07 2.50 0.22
O -3.03 0.43 0.63 -0.01
C -2.81 1.05 -0.68 -0.30
C -2.98 0.17 -1.96 -0.08
C -3.85 -1.11 -1.77 -0.18
C -3.57 -2.17 -0.79 -0.03
C -4.40 -3.34 -0.59 -0.03
C -5.61 -3.45 -1.43 -0.26
C -6.56 -4.67 -1.21 -0.07
C -5.90 -2.44 -2.44 -0.05
C -5.04 -1.28 -2.62 -0.02
P -3.99 2.51 -0.56 0.61
O -3.88 3.48 -1.67 -0.27
O -5.52 1.82 -0.55 -0.13
O -3.79 3.17 0.95 -0.12
H 3.60 -2.94 -0.98 0.07
H 5.31 -3.48 -0.81 0.07
H 4.33 -2.91 0.66 0.07
H 5.49 -0.91 0.29 0.10
H 5.91 -1.25 -1.50 0.10
H 3.59 -0.51 -2.17 0.11
H 3.07 -0.59 -0.45 0.10
H 5.04 1.22 0.05 0.10
H 5.16 1.40 -1.74 0.11
H 3.31 2.87 0.04 0.11
H 3.61 3.07 -1.72 0.10
H 1.77 1.30 -2.23 0.12
H 1.68 1.03 -0.38 0.10
H 0.65 3.15 0.05 0.12
H 0.99 3.77 -1.67 0.12
H -1.34 3.25 -1.51 0.12
H -0.68 1.95 -2.54 0.14
H -0.10 -0.10 -1.18 0.12
H -2.01 -0.11 -2.46 0.13
H -3.53 0.81 -2.71 0.12
H -2.66 -2.02 -0.16 0.11
H -4.13 -4.07 0.20 0.11
H -6.02 -5.61 -1.48 0.08
H -6.86 -4.65 -0.12 0.08
H -7.49 -4.50 -1.79 0.07
H -6.79 -2.51 -3.11 0.11
H -5.22 -0.48 -3.38 0.11
H -5.61 1.24 0.22 0.08
H -4.41 2.72 1.56 0.09
F 6.65 0.68 4.36 0.06
C 5.32 0.54 4.24 -0.29
C 4.76 -0.73 4.29 -0.02
C 3.39 -0.88 4.17 -0.09
C 2.58 0.24 4.00 -0.10
C 3.15 1.50 3.94 -0.08
C 4.52 1.66 4.07 -0.02
H 5.41 -1.59 4.42 0.12
H 2.95 -1.87 4.22 0.11
H 1.51 0.12 3.90 0.10
H 2.52 2.37 3.80 0.11
H 4.98 2.64 4.04 0.12
```

Results
HOMO ... -8.91 eV
Net charge ... 0
SMILES ... CCCCCCCC[C@@]1(O)OC(=O)O[C@@]1(Cc1ccc(C)cc1)P(=O)(O)O.Fc1ccccc1

2.
DFT (wB97M-V/def2-TZVPD) results for a structure of composition C25H34N4O4STi.

The geometry in XYZ format:
```
69
Properties=species:S:1:pos:R:3:lowdin_charge:R:1
Ti -0.33 -0.08 0.05 0.83
N -0.83 1.50 1.47 -0.04
C -0.18 1.23 2.78 -0.10
C 1.15 0.57 2.49 -0.52
O 2.15 0.86 3.11 0.08
N 1.05 -0.32 1.43 -0.08
C 2.31 -0.87 0.90 -0.09
C 2.31 -0.66 -0.60 -0.53
O 3.18 -0.99 -1.35 0.14
O 1.16 -0.04 -1.02 -0.24
H -0.38 2.31 1.05 0.06
H -1.79 1.78 1.57 0.10
H -0.80 0.54 3.34 0.11
H -0.02 2.12 3.38 0.13
H 2.41 -1.93 1.10 0.14
H 3.17 -0.37 1.33 0.13
C -0.41 -1.50 -3.66 -0.04
C -1.76 -1.27 -2.99 -0.38
C -2.79 -2.32 -3.46 -0.04
C -1.73 -1.32 -1.48 -0.27
C -2.62 -0.53 -0.72 -0.09
C -2.75 -0.71 0.66 -0.04
C -1.93 -1.62 1.35 -0.29
C -2.10 -1.87 2.82 -0.02
C -1.01 -2.37 0.60 -0.04
C -0.95 -2.26 -0.79 -0.03
H -0.48 -1.23 -4.72 0.10
H -0.12 -2.56 -3.63 0.09
H 0.38 -0.92 -3.21 0.06
H -2.13 -0.28 -3.26 0.12
H -2.47 -3.33 -3.16 0.09
H -2.85 -2.30 -4.55 0.09
H -3.78 -2.14 -3.05 0.09
H -3.26 0.17 -1.23 0.13
H -3.50 -0.16 1.20 0.14
H -2.68 -2.78 2.97 0.10
H -2.62 -1.06 3.32 0.09
H -1.13 -2.02 3.31 0.10
H -0.39 -3.10 1.10 0.15
H -0.27 -2.89 -1.34 0.15
C 4.55 3.33 0.45 -0.08
C 3.15 2.95 0.00 -0.23
C 2.49 4.06 -0.81 -0.14
N 1.08 3.74 -1.17 0.06
C 0.65 2.73 -1.90 -0.76
S -0.92 2.04 -1.64 0.73
N 1.46 2.20 -2.85 0.14
C 2.46 2.78 -3.71 -0.37
O 3.28 2.04 -4.17 0.15
C 2.34 4.22 -4.09 -0.18
C 1.11 4.87 -4.13 -0.03
C 1.05 6.20 -4.53 -0.06
C 2.22 6.87 -4.88 -0.06
C 3.45 6.21 -4.84 -0.05
C 3.51 4.88 -4.46 -0.02
H 5.01 2.52 1.02 0.08
H 4.55 4.22 1.08 0.08
H 5.20 3.53 -0.41 0.08
H 2.53 2.73 0.88 0.10
H 3.18 2.04 -0.60 0.10
H 3.06 4.28 -1.70 0.11
H 2.45 4.98 -0.24 0.14
H 0.36 4.14 -0.59 0.13
H 1.35 1.21 -2.99 0.12
H 0.20 4.34 -3.87 0.11
H 0.10 6.70 -4.59 0.11
H 2.17 7.90 -5.19 0.11
H 4.35 6.73 -5.13 0.11
H 4.45 4.34 -4.45 0.13
```

Results
HOMO (alpha / beta) ... -11.09 / -11.92 eV
Net charge ... +1
Energy relative to the best compared isomer or geometry (same formula, charge and spin) ... 25.8 kJ/mol
Multiplicity ... 2

3.
DFT (wB97M-V/def2-TZVPD) results for the molecule C25H34N6O.

The geometry in XYZ format:
```
66
Properties=species:S:1:pos:R:3:lowdin_charge:R:1
C -1.26 -0.16 -3.84 -0.07
C -1.12 -0.54 -2.37 -0.17
N -0.39 0.45 -1.63 -0.14
C -0.73 1.73 -1.40 -0.03
C 0.29 2.32 -0.67 -0.16
C 0.33 3.71 -0.13 -0.13
N -0.36 3.96 1.12 -0.17
C -1.78 3.71 1.15 -0.17
C -2.18 2.28 1.53 -0.11
C -1.52 1.92 2.87 -0.27
N -1.97 0.64 3.37 -0.07
N -2.85 0.68 4.38 0.06
C -3.22 -0.56 4.61 -0.15
C -2.58 -1.44 3.73 -0.01
C -1.78 -0.64 2.95 -0.22
N -0.89 -1.01 1.95 0.17
C -0.79 -2.28 1.44 -0.45
O -1.60 -3.14 1.65 0.09
C 0.48 -2.49 0.62 -0.11
C 0.41 -3.80 -0.15 -0.18
C 1.72 -4.12 -0.88 -0.15
C 2.01 -3.12 -1.96 -0.25
C 1.32 -3.19 -3.17 -0.06
C 1.56 -2.27 -4.18 -0.10
C 2.48 -1.25 -3.98 -0.10
C 3.17 -1.17 -2.78 -0.09
C 2.93 -2.10 -1.78 -0.06
C 0.00 2.08 2.74 -0.11
C 0.29 3.54 2.34 -0.17
C 1.24 1.28 -0.53 -0.30
C 2.58 1.33 0.11 -0.01
N 0.80 0.17 -1.11 0.12
H -1.82 0.76 -3.95 0.07
H -1.78 -0.95 -4.37 0.08
H -0.27 -0.03 -4.28 0.06
H -0.56 -1.47 -2.27 0.10
H -2.11 -0.67 -1.91 0.13
H -1.66 2.14 -1.76 0.13
H 1.37 4.01 0.01 0.12
H -0.12 4.39 -0.87 0.12
H -2.22 4.39 1.88 0.12
H -2.19 3.96 0.17 0.12
H -3.26 2.21 1.63 0.12
H -1.86 1.57 0.77 0.09
H -1.87 2.63 3.63 0.15
H -3.93 -0.78 5.38 0.10
H -2.69 -2.50 3.67 0.09
H -0.20 -0.33 1.66 0.11
H 1.31 -2.52 1.33 0.14
H 0.65 -1.65 -0.06 0.07
H 0.19 -4.61 0.55 0.12
H -0.41 -3.76 -0.87 0.11
H 2.55 -4.12 -0.16 0.11
H 1.65 -5.11 -1.31 0.12
H 0.61 -3.98 -3.33 0.12
H 1.03 -2.35 -5.11 0.10
H 2.67 -0.53 -4.76 0.10
H 3.89 -0.38 -2.63 0.10
H 3.48 -2.04 -0.85 0.11
H 0.39 1.42 1.97 0.08
H 0.49 1.84 3.69 0.13
H -0.07 4.19 3.15 0.12
H 1.37 3.69 2.24 0.12
H 3.00 0.33 0.13 0.07
H 3.24 1.98 -0.46 0.09
H 2.53 1.72 1.13 0.07
```

Results
HOMO ... -8.18 eV
Net charge ... 0
Energy relative to the best compared isomer or geometry (same formula, charge and spin) ... 45.2 kJ/mol
SMILES ... CCn1cc(CN2CCC(n3nccc3NC(=O)CCCc3ccccc3)CC2)c(C)n1

4.
DFT (wB97M-V/def2-TZVPD) results for the molecule C25H34N6O.

The geometry in XYZ format:
```
66
Properties=species:S:1:pos:R:3:lowdin_charge:R:1
C -6.06 1.30 -2.55 -0.05
C -6.36 0.31 -1.42 -0.38
C -7.01 -0.96 -1.96 -0.05
N -5.13 -0.03 -0.75 -0.15
C -4.83 0.14 0.56 -0.01
C -3.55 -0.35 0.75 -0.22
C -2.74 -0.40 2.00 -0.16
N -1.42 0.14 1.76 -0.17
C -1.43 1.57 1.53 -0.18
C -0.09 2.02 0.96 -0.10
C 1.05 1.61 1.89 -0.26
N 2.34 1.94 1.35 -0.07
N 3.14 2.75 2.06 0.07
C 4.24 2.90 1.34 -0.15
C 4.18 2.18 0.15 -0.02
C 2.94 1.56 0.19 -0.23
N 2.32 0.72 -0.72 0.18
C 2.78 0.43 -1.97 -0.48
O 3.76 0.94 -2.47 0.08
C 1.90 -0.55 -2.73 -0.10
C 1.65 -1.89 -2.03 -0.19
C 2.94 -2.67 -1.76 -0.14
C 3.75 -2.08 -0.64 -0.25
C 4.94 -1.40 -0.89 -0.05
C 5.65 -0.83 0.14 -0.08
C 5.20 -0.93 1.45 -0.09
C 4.02 -1.62 1.71 -0.09
C 3.31 -2.19 0.67 -0.06
C 0.95 0.14 2.29 -0.11
C -0.46 -0.19 2.79 -0.19
C -3.17 -0.79 -0.53 -0.10
N -4.13 -0.59 -1.41 0.09
H -5.62 2.21 -2.15 0.08
H -6.98 1.55 -3.08 0.08
H -5.36 0.85 -3.25 0.07
H -7.02 0.78 -0.68 0.14
H -6.32 -1.45 -2.65 0.08
H -7.23 -1.65 -1.15 0.08
H -7.93 -0.73 -2.48 0.08
H -5.52 0.58 1.25 0.13
H -3.27 0.14 2.81 0.13
H -2.63 -1.44 2.31 0.12
H -1.64 2.12 2.47 0.13
H -2.23 1.80 0.82 0.12
H -0.09 3.10 0.82 0.13
H 0.02 1.56 -0.02 0.11
H 0.98 2.22 2.81 0.15
H 5.04 3.51 1.70 0.10
H 4.90 2.10 -0.64 0.09
H 1.50 0.23 -0.40 0.11
H 0.94 -0.05 -2.91 0.12
H 2.37 -0.72 -3.69 0.12
H 1.00 -2.49 -2.68 0.11
H 1.11 -1.74 -1.09 0.10
H 3.53 -2.70 -2.67 0.12
H 2.67 -3.70 -1.50 0.12
H 5.30 -1.32 -1.91 0.12
H 6.57 -0.30 -0.07 0.11
H 5.75 -0.48 2.25 0.10
H 3.67 -1.72 2.73 0.10
H 2.40 -2.73 0.88 0.11
H 1.17 -0.51 1.43 0.09
H 1.68 -0.08 3.06 0.12
H -0.65 0.37 3.72 0.13
H -0.53 -1.26 3.01 0.12
H -2.24 -1.24 -0.82 0.10
```

Results
HOMO ... -8.04 eV
Net charge ... 0
Energy relative to the best compared isomer or geometry (same formula, charge and spin) ... 42.7 kJ/mol
SMILES ... CC(C)n1cc(CN2CCC(n3nccc3NC(=O)CCCc3ccccc3)CC2)cn1

Repeat the second record exactly.
DFT (wB97M-V/def2-TZVPD) results for a structure of composition C25H34N4O4STi.

The geometry in XYZ format:
```
69
Properties=species:S:1:pos:R:3:lowdin_charge:R:1
Ti -0.33 -0.08 0.05 0.83
N -0.83 1.50 1.47 -0.04
C -0.18 1.23 2.78 -0.10
C 1.15 0.57 2.49 -0.52
O 2.15 0.86 3.11 0.08
N 1.05 -0.32 1.43 -0.08
C 2.31 -0.87 0.90 -0.09
C 2.31 -0.66 -0.60 -0.53
O 3.18 -0.99 -1.35 0.14
O 1.16 -0.04 -1.02 -0.24
H -0.38 2.31 1.05 0.06
H -1.79 1.78 1.57 0.10
H -0.80 0.54 3.34 0.11
H -0.02 2.12 3.38 0.13
H 2.41 -1.93 1.10 0.14
H 3.17 -0.37 1.33 0.13
C -0.41 -1.50 -3.66 -0.04
C -1.76 -1.27 -2.99 -0.38
C -2.79 -2.32 -3.46 -0.04
C -1.73 -1.32 -1.48 -0.27
C -2.62 -0.53 -0.72 -0.09
C -2.75 -0.71 0.66 -0.04
C -1.93 -1.62 1.35 -0.29
C -2.10 -1.87 2.82 -0.02
C -1.01 -2.37 0.60 -0.04
C -0.95 -2.26 -0.79 -0.03
H -0.48 -1.23 -4.72 0.10
H -0.12 -2.56 -3.63 0.09
H 0.38 -0.92 -3.21 0.06
H -2.13 -0.28 -3.26 0.12
H -2.47 -3.33 -3.16 0.09
H -2.85 -2.30 -4.55 0.09
H -3.78 -2.14 -3.05 0.09
H -3.26 0.17 -1.23 0.13
H -3.50 -0.16 1.20 0.14
H -2.68 -2.78 2.97 0.10
H -2.62 -1.06 3.32 0.09
H -1.13 -2.02 3.31 0.10
H -0.39 -3.10 1.10 0.15
H -0.27 -2.89 -1.34 0.15
C 4.55 3.33 0.45 -0.08
C 3.15 2.95 0.00 -0.23
C 2.49 4.06 -0.81 -0.14
N 1.08 3.74 -1.17 0.06
C 0.65 2.73 -1.90 -0.76
S -0.92 2.04 -1.64 0.73
N 1.46 2.20 -2.85 0.14
C 2.46 2.78 -3.71 -0.37
O 3.28 2.04 -4.17 0.15
C 2.34 4.22 -4.09 -0.18
C 1.11 4.87 -4.13 -0.03
C 1.05 6.20 -4.53 -0.06
C 2.22 6.87 -4.88 -0.06
C 3.45 6.21 -4.84 -0.05
C 3.51 4.88 -4.46 -0.02
H 5.01 2.52 1.02 0.08
H 4.55 4.22 1.08 0.08
H 5.20 3.53 -0.41 0.08
H 2.53 2.73 0.88 0.10
H 3.18 2.04 -0.60 0.10
H 3.06 4.28 -1.70 0.11
H 2.45 4.98 -0.24 0.14
H 0.36 4.14 -0.59 0.13
H 1.35 1.21 -2.99 0.12
H 0.20 4.34 -3.87 0.11
H 0.10 6.70 -4.59 0.11
H 2.17 7.90 -5.19 0.11
H 4.35 6.73 -5.13 0.11
H 4.45 4.34 -4.45 0.13
```

Results
HOMO (alpha / beta) ... -11.09 / -11.92 eV
Net charge ... +1
Energy relative to the best compared isomer or geometry (same formula, charge and spin) ... 25.8 kJ/mol
Multiplicity ... 2

Q: What is the formula in the third record?
A: C25H34N6O

Q: Which of these has the highest net charge?
A: C25H34N4O4STi